(1)
DFT (the ωB97M-V functional and the def2-TZVPD basis) results for a 2-piece molecular cluster, CH3NOS overall.

The geometry in ORCA input format:
```
! RIJCOSX wB97M-V def2-TZVPD def2/J DEFGRID3
* xyz 0 1
C 0.68 -0.47 0.55
N 1.16 0.70 0.59
H 0.73 -1.12 1.45
H 0.03 -0.85 -0.37
H 1.26 1.32 -0.21
O -1.74 -0.45 -0.66
S -2.13 0.87 -1.35
*
```

Values from the calculation:
- Kohn-Sham gap (alpha / beta) (hartree) = 0.257 / 0.261
- LUMO energy (alpha / beta) (eV) = -2.124 / -2.148

(2)
DFT (the ωB97M-V functional and the def2-TZVPD basis) results for a 2-piece molecular cluster, CH3NOS overall.

The geometry in ORCA input format:
```
! RIJCOSX wB97M-V def2-TZVPD def2/J DEFGRID3
* xyz 0 1
O 2.86 -0.98 -0.06
C 2.18 -0.14 -0.11
S 2.12 1.44 0.01
N -0.52 -0.14 0.18
H 0.12 0.25 -0.71
H -0.99 -0.66 -0.40
H 0.20 -0.39 0.91
*
```

Values from the calculation:
- Kohn-Sham gap (hartree) = 0.353
- LUMO energy (eV) = -0.361

(3)
DFT (the ωB97M-V functional and the def2-TZVPD basis) results for a 2-piece molecular cluster, CH3NOS overall.

The geometry in ORCA input format:
```
! RIJCOSX wB97M-V def2-TZVPD def2/J DEFGRID3
* xyz 0 1
O 1.68 1.50 0.25
C 1.68 0.32 0.11
S 1.85 -1.16 -0.01
N -1.06 -0.04 -0.19
H -0.74 -0.93 0.18
H -1.79 -0.14 -0.88
H -1.62 0.46 0.52
*
```

Values from the calculation:
- Kohn-Sham gap (hartree) = 0.403
- LUMO energy (eV) = 0.726

(4)
DFT (the ωB97M-V functional and the def2-TZVPD basis) results for CH3NOS as an isolated structure.

The geometry in ORCA input format:
```
! RIJCOSX wB97M-V def2-TZVPD def2/J DEFGRID3
* xyz 0 1
C -0.36 0.37 -0.07
N -0.57 -1.07 -0.13
O 2.19 0.11 -0.58
S 1.26 -0.02 0.52
H -0.24 0.92 -0.99
H -1.12 1.00 0.58
H -1.16 -1.31 0.67
*
```

Values from the calculation:
- Kohn-Sham gap (alpha / beta) (hartree) = 0.317 / 0.317
- LUMO energy (alpha / beta) (eV) = -0.786 / -0.791

Verdict on stability: (1) comes out at the bottom.

(1)
DFT (the ωB97M-V functional and the def2-TZVPD basis) results for C3H5FS as an isolated structure.

The geometry in ORCA input format:
```
! RIJCOSX wB97M-V def2-TZVPD def2/J DEFGRID3
* xyz 0 1
C 0.48 -0.78 -0.14
C 0.54 0.59 -0.02
C 0.21 1.24 1.05
H -0.47 -2.46 -2.52
H 1.53 -1.41 -0.28
H 0.00 -1.14 0.85
H 0.97 1.48 -0.83
H -0.26 1.01 2.09
F 0.54 2.61 1.16
S -0.88 -1.70 -0.94
*
```

Values from the calculation:
- Kohn-Sham gap (hartree) = 0.338
- LUMO energy (eV) = -0.089

(2)
DFT (the ωB97M-V functional and the def2-TZVPD basis) results for one molecule with the formula C3H5FS.

The geometry in ORCA input format:
```
! RIJCOSX wB97M-V def2-TZVPD def2/J DEFGRID3
* xyz 0 1
F 2.24 -0.95 -1.57
C 1.63 -0.36 -0.52
C 0.15 -0.50 -0.66
C -0.73 0.07 0.64
S -0.61 1.87 0.99
H 2.22 -0.44 0.33
H -0.57 -0.59 -1.56
H -1.87 -0.16 0.64
H -0.38 -0.97 1.31
H -2.08 2.04 0.40
*
```

Values from the calculation:
- Kohn-Sham gap (hartree) = 0.343
- LUMO energy (eV) = 0.306

Verdict on stability: (2) comes out at the bottom.